Entry from the Open Molecules 2025 dataset: a cluster of 2 separate species, C3H5F2NS in total at a distorted geometry (the ωB97M-V functional and the def2-TZVPD basis).

Output
Structure (SMILES): [H]/N=C1\S[C@]1(C)F.F
Max |F| (eV Å⁻¹): 3.1
ΔE to the lowest compared entry with this formula, charge and spin (kcal/mol): 22.96
E_HOMO (eV): -10.193

Last column: Mulliken charge in e.
Atoms and positions in Å:
H  0.137  -2.695  0.166  0.2138
N  0.181  -1.826  -0.293  -0.6232
C  -0.674  -0.935  -0.045  0.1017
S  -2.094  -0.536  0.869  -0.1555
C  -0.956  0.475  -0.188  0.8829
C  0.036  1.357  0.511  -1.0942
F  -1.419  1.021  -1.294  -0.2730
H  0.838  0.659  0.973  0.3253
H  0.403  2.117  -0.168  0.3192
H  -0.478  1.918  1.325  0.3209
F  2.351  -0.528  -1.084  -0.4425
H  1.674  -1.027  -0.769  0.4247

Entry from the Open Molecules 2025 dataset: the molecule C6H8N2 at a distorted geometry (the ωB97M-V functional and the def2-TZVPD basis).

Output
Structure (SMILES): C1=C[C@@H]2CNN=C2C1
Max |F| (eV Å⁻¹): 4.3
ΔE to the lowest compared entry with this formula, charge and spin (kcal/mol): 72.90
E_HOMO (eV): -8.441

Last column: Mulliken charge in e.
Atoms and positions in Å:
C  -1.857  0.115  -0.345  -0.3687
C  -1.114  1.159  -0.019  -0.6068
C  0.259  0.663  0.634  0.2419
C  1.565  0.859  -0.035  -0.5610
N  2.155  -0.513  -0.145  -0.2838
N  1.097  -1.377  -0.019  -0.5645
C  0.040  -0.922  0.509  0.1879
C  -1.435  -1.260  0.178  -0.4091
H  -2.766  0.027  -1.079  0.2840
H  -1.316  2.159  -0.186  0.4902
H  0.299  0.796  1.770  0.2681
H  1.472  1.329  -1.021  0.2503
H  2.363  1.492  0.476  0.2611
H  2.622  -0.842  -0.969  0.2820
H  -2.210  -1.672  0.953  0.2892
H  -1.174  -2.012  -0.701  0.2390

Entry from the Open Molecules 2025 dataset: a cluster of 2 separate species, CH3ClOS in total at a distorted geometry (the ωB97M-V functional and the def2-TZVPD basis).

Output
Max |F| (eV Å⁻¹): 2.1
ΔE to the lowest compared entry with this formula, charge and spin (kcal/mol): 55.62
E_HOMO (alpha / beta) (eV): -9.549 / -8.643

Last column: Mulliken charge in e.
Atoms and positions in Å:
C  -1.506  -0.390  -0.129  -0.7714
O  0.816  1.254  0.177  -0.2725
S  2.190  0.968  0.469  0.4519
Cl  2.672  -1.005  -0.172  -0.1821
H  -1.927  0.384  -0.737  0.2761
H  -1.557  -0.265  0.939  0.2691
H  -0.688  -0.946  -0.546  0.2289

Entry from the Open Molecules 2025 dataset: a structure of composition C4H2OS at a distorted geometry (the ωB97M-V functional and the def2-TZVPD basis).

Output
Max |F| (eV Å⁻¹): 3.6
ΔE to the lowest compared entry with this formula, charge and spin (kcal/mol): 95.12
E_HOMO (alpha / beta) (eV): -8.158 / -8.152

Last column: Mulliken charge in e.
Atoms and positions in Å:
C  -1.105  -0.640  0.143  -0.2324
C  0.561  1.068  -0.362  -0.1650
C  -0.005  -1.238  0.465  -0.0639
C  1.356  0.099  -0.042  -0.1396
O  1.314  -1.118  0.483  -0.1561
S  -1.167  1.023  -0.397  -0.0990
H  -1.950  -1.179  0.129  0.4441
H  0.996  1.987  -0.420  0.4118

Entry from the Open Molecules 2025 dataset: the molecule C3H7ClFN at a distorted geometry (the ωB97M-V functional and the def2-TZVPD basis).

Output
Structure (SMILES): NCC[C@@H](F)Cl
Max |F| (eV Å⁻¹): 3.9
ΔE to the lowest compared entry with this formula, charge and spin (kcal/mol): 24.96
E_HOMO (eV): -9.201

Last column: Mulliken charge in e.
Atoms and positions in Å:
N  -1.825  0.207  -0.960  -0.5202
C  -0.590  0.495  -0.224  -0.5458
C  0.461  -0.547  -0.283  -0.5159
C  1.364  -0.289  0.932  0.1438
F  2.167  -1.319  1.181  -0.2426
Cl  2.264  1.247  0.893  -0.1777
H  -2.364  -0.567  -0.643  0.1670
H  -2.270  1.055  -1.314  0.2004
H  -0.733  0.678  0.857  0.1692
H  -0.230  1.366  -0.584  0.4665
H  0.999  -0.511  -1.256  0.2667
H  0.166  -1.643  -0.426  0.3433
H  0.591  -0.171  1.828  0.2451

Entry from the Open Molecules 2025 dataset: a cluster of 2 separate species, C5H4F3N3O4 in total at a distorted geometry (the ωB97M-V functional and the def2-TZVPD basis).

Output
Max |F| (eV Å⁻¹): 2.7
ΔE to the lowest compared entry with this formula, charge and spin (kcal/mol): 36.31
E_HOMO (alpha / beta) (eV): -10.445 / -10.446

Last column: Mulliken charge in e.
Atoms and positions in Å:
C  1.857  -1.258  1.590  0.3270
C  2.355  0.244  -0.398  0.5921
C  0.975  -2.000  0.720  -0.2544
C  -2.041  0.548  -0.967  -0.2137
C  -2.766  -0.541  -0.264  0.8096
N  2.406  -0.117  0.965  -0.1119
N  -0.808  0.715  -0.780  -0.3431
N  0.623  -1.585  -0.442  0.8831
O  -0.132  -2.049  -1.242  -0.6254
O  2.306  -1.575  2.673  -0.5774
O  3.000  1.079  -0.946  -0.5110
O  1.577  -0.637  -1.116  -0.3514
F  -3.232  -1.411  -1.201  -0.2658
F  -1.992  -1.279  0.523  -0.2317
F  -3.789  -0.198  0.460  -0.2625
H  0.439  -2.813  1.206  0.4085
H  -2.858  1.115  -1.568  0.2589
H  2.791  0.516  1.645  0.2250
H  -0.194  1.315  -1.368  0.2442

Q: What is the max |F| in the fifth record?
A: 3.9 eV Å⁻¹

Q: Which value of max |F| does entry 1 give?
A: 3.1 eV Å⁻¹

Q: Which value of max |F| does entry 3 give?
A: 2.1 eV Å⁻¹

Q: What is the formula in the third record?
A: CH3ClOS